Density functional theory data (ωB97M-V with the def2-TZVPD basis set) for C54H74N9O2PPbS as an isolated structure.

The calculation puts the LUMO energy at -0.5 eV. The HOMO-LUMO gap comes out at 5.7 eV. Its largest force on an atom is 1.53 eV/Å. Its relative energy (zero: lowest compared OMol25 entry of this formula, charge and spin) is 42.2 kJ/mol. The value obtained for the highest occupied orbital energy is -0.22802 Eh.

The geometry in ORCA input format:
```
! wB97M-V def2-TZVPD RIJCOSX def2/J DEFGRID3
* xyz 0 1
Pb 0.68944 0.26221 -0.07893
C 3.39602 2.43818 5.65806
C 2.04611 1.78334 5.34187
C 2.11199 0.91850 4.12326
C 2.28716 -0.42945 4.05314
C 2.46383 -1.40416 5.17441
C 1.17400 -2.19394 5.43486
C 2.21459 -0.78634 2.64066
N 1.97682 0.32991 1.91326
C 1.94693 1.38356 2.75317
C 1.77810 2.71140 2.35451
C 1.55748 3.19775 1.06765
C 1.29902 4.58958 0.72767
C 1.25948 5.71558 1.71062
C -0.09633 5.79172 2.42626
C 1.05240 4.62512 -0.61145
C 1.18792 3.25968 -1.09515
C 1.09625 2.86249 -2.42652
C 1.33881 1.59598 -2.96078
N 1.52797 0.46365 -2.24538
C 1.91037 -0.51721 -3.09902
C 2.27204 -1.81156 -2.73035
C 2.40316 -2.33007 -1.43494
N 2.08017 -1.67701 -0.29337
C 2.46809 -2.43906 0.75861
C 2.42047 -2.05892 2.10887
C 2.99801 -3.69413 0.26748
C 2.95525 -3.62996 -1.10486
C 3.47131 -4.63629 -2.09097
C 4.94750 -4.39963 -2.43507
C 3.53924 -4.79741 1.12255
C 4.98404 -4.52625 1.56214
C 1.92629 0.00703 -4.45504
C 1.54296 1.31237 -4.37129
C 1.39941 2.31063 -5.47651
C 2.61528 3.24102 -5.57602
C 2.34842 -0.75782 -5.67112
C 1.25327 -1.70137 -6.18203
N 1.47133 2.44389 -0.05438
C 0.60025 5.78200 -1.44226
C -0.92553 5.74677 -1.61509
H 3.30888 3.10052 6.52071
H 3.75647 3.01740 4.80761
H 4.13877 1.67207 5.88348
H 1.28790 2.55508 5.18782
H 1.72963 1.18448 6.19892
H 2.75120 -0.87389 6.08433
H 3.27595 -2.09597 4.93426
H 0.35531 -1.50830 5.65676
H 1.30185 -2.87737 6.27603
H 0.89669 -2.77728 4.55660
H 1.79057 3.44728 3.14914
H 1.44826 6.65913 1.19448
H 2.05131 5.58299 2.45146
H -0.88290 6.04361 1.71399
H -0.07694 6.55617 3.20516
H -0.34414 4.83010 2.87813
H 0.88486 3.64534 -3.14394
H 2.57740 -2.46933 -3.53678
H 2.66610 -2.83498 2.82473
H 2.88589 -4.59118 -3.01439
H 3.36245 -5.64187 -1.67515
H 5.09696 -3.38991 -2.81776
H 5.28891 -5.11479 -3.18507
H 5.56276 -4.51850 -1.54462
H 3.50496 -5.73972 0.57000
H 2.91057 -4.91100 2.00934
H 5.63758 -4.46648 0.69277
H 5.34575 -5.32348 2.21283
H 5.04942 -3.57582 2.09155
H 0.50023 2.90786 -5.30641
H 1.26928 1.78724 -6.42593
H 2.77595 3.76387 -4.63352
H 2.46806 3.98247 -6.36284
H 3.51781 2.67035 -5.79773
H 3.24811 -1.33132 -5.43398
H 2.60894 -0.05469 -6.46426
H 0.90584 -2.36658 -5.39064
H 1.62276 -2.31135 -7.00777
H 0.39507 -1.12615 -6.53060
H 1.07879 5.74913 -2.42397
H 0.89102 6.71755 -0.96017
H -1.24050 4.78031 -2.01043
H -1.25808 6.53856 -2.28812
H -1.41341 5.87865 -0.64876
O -1.74370 1.72424 -1.24631
C -2.31344 0.63534 -1.19263
O -1.74465 -0.49893 -1.40749
C -3.77129 0.51739 -0.80301
C -4.79379 0.61032 -1.73572
C -6.09630 0.29141 -1.37001
C -6.37881 -0.09889 -0.06947
C -5.36084 -0.15941 0.87354
C -4.05983 0.13861 0.50491
H -4.56366 0.92482 -2.74714
H -6.89094 0.33131 -2.10499
H -7.39029 -0.36208 0.21380
H -5.57432 -0.46513 1.89089
H -3.25177 0.07506 1.22466
C -1.05353 -5.41715 -1.33142
N -0.37773 -4.08972 -1.59768
C -0.52684 -3.77267 -3.08167
N -1.88271 -3.80484 -3.49723
C -2.48782 -5.09018 -3.18665
N -2.40635 -5.40393 -1.76741
C -3.22395 -4.45361 -0.98627
P -2.76449 -2.58613 -1.12147
C -0.96644 -2.99961 -0.77136
C -2.65817 -2.66860 -2.98971
H -1.00312 -5.61330 -0.25976
H -0.49082 -6.18394 -1.86959
H 0.62782 -4.13020 -1.38025
H 0.04577 -4.53320 -3.61960
H -0.09602 -2.78374 -3.23656
H -1.97634 -5.87046 -3.75887
H -3.53725 -5.06830 -3.47660
H -3.14625 -4.73297 0.06964
H -4.27096 -4.58713 -1.27167
H -0.87633 -3.27001 0.28344
H -0.38267 -2.10535 -0.93915
H -2.20591 -1.74438 -3.34625
H -3.67442 -2.72660 -3.38663
C -2.85385 0.52876 4.81001
N -3.50125 1.67299 4.18961
C -3.88227 2.67922 5.17226
C -2.90436 2.17166 3.02590
S -1.29959 1.89793 2.67571
N -3.72774 2.87912 2.22409
C -5.17018 2.87153 2.37241
C -3.24805 3.61326 1.06874
H -3.53212 0.13436 5.56900
H -1.89875 0.78859 5.27942
H -2.66856 -0.23669 4.06051
H -3.02123 2.97440 5.78582
H -4.65069 2.26905 5.82919
H -4.27383 3.56785 4.68325
H -5.46610 2.12454 3.10180
H -5.62579 2.62312 1.41161
H -5.53970 3.85416 2.68341
H -2.18005 3.47231 0.94441
H -3.46841 4.67855 1.19500
H -3.74096 3.25523 0.16377
*
```